# 1
C3H7O3Pb as an isolated structure at a distorted geometry. Source: the OMol25 dataset; level of theory: wB97M-V/def2-TZVPD.

Output
Kohn-Sham gap (spin up / spin down): 5.72 / 6.97 eV
Charge: +1
Energy relative to the best compared isomer or geometry (same formula, charge and spin): 3.366 eV
E_HOMO (spin up / spin down): -11.489 / -11.737 eV
Strongest force on any atom: 5.6 eV Å⁻¹

Structure (XYZ):
```
14
Properties=species:S:1:pos:R:3:forces:R:3:mulliken_charge:R:1
O 0.222 1.580 -0.576 -2.25 3.61 -0.31 -0.62
C -0.766 1.341 0.392 -0.57 0.68 0.09 -0.29
C -0.780 -0.129 0.766 0.22 0.48 4.17 -0.62
O -1.954 -0.848 0.453 2.97 0.11 -2.04 -0.16
C -1.990 -0.836 -0.822 -3.92 -1.86 -2.42 -0.25
Pb 1.509 0.120 -0.320 -3.89 -1.23 -0.98 1.07
H -1.769 1.649 0.025 0.40 -0.12 0.03 0.37
H -0.578 1.919 1.319 -0.07 -0.08 -0.43 0.23
H -0.705 -0.316 1.844 0.09 0.47 -0.11 0.41
H 3.598 -1.492 0.462 0.41 -0.41 0.26 0.33
H -2.533 -1.675 -1.265 -0.18 0.20 0.23 0.32
H -1.808 -0.035 -1.544 1.02 0.27 0.89 0.37
O 3.378 -0.757 -0.121 5.14 -2.09 0.72 -0.50
H 4.175 -0.522 -0.611 0.63 -0.01 -0.10 0.33
```
Forces are in eV/Å.

---

# 2
C5H9NO2 as an isolated structure at a distorted geometry. Source: the OMol25 dataset; level of theory: wB97M-V/def2-TZVPD.

Output
Kohn-Sham gap: 7.87 eV
Charge: 0
Energy relative to the best compared isomer or geometry (same formula, charge and spin): 2.565 eV
E_HOMO: -7.131 eV
Strongest force on any atom: 5.1 eV Å⁻¹

Structure (XYZ):
```
17
Properties=species:S:1:pos:R:3:forces:R:3:mulliken_charge:R:1
C 0.129 -1.011 0.987 -3.47 0.35 -2.95 -1.02
C 0.255 1.493 1.258 -0.18 0.05 -0.15 -1.41
C -1.184 -0.816 -0.249 0.62 -3.97 3.17 0.64
C 0.422 0.287 0.366 2.02 2.66 -1.57 0.88
N 1.405 -0.479 -1.724 0.25 -1.15 -0.80 -0.44
C 0.926 0.490 -0.915 -0.70 0.38 2.28 -0.39
O -2.296 -0.158 0.160 0.31 0.47 0.04 -0.44
O -1.231 -1.635 -1.146 0.54 1.13 -0.43 -0.60
H -3.016 -0.522 -0.388 0.34 0.27 0.04 0.34
H 1.437 -0.279 -2.717 -0.10 -0.16 0.32 0.23
H 1.116 -1.429 -1.500 0.06 0.35 -0.34 0.25
H -0.316 -0.958 1.979 0.38 -0.18 -0.16 0.36
H 0.700 -1.885 0.679 -0.12 0.06 0.34 0.31
H 0.986 1.495 -1.322 0.06 -0.04 0.30 0.30
H -0.708 1.516 1.772 -0.12 -0.12 -0.07 0.31
H 1.017 1.456 2.042 0.05 0.05 -0.01 0.31
H 0.357 2.437 0.716 0.05 -0.14 0.01 0.36
```
Forces are in eV/Å.

---

# 3
C25H32B2N4O18Pb as an isolated structure at a distorted geometry. Source: the OMol25 dataset; level of theory: wB97M-V/def2-TZVPD.

Output
Kohn-Sham gap: 5.00 eV
Charge: -2
Energy relative to the best compared isomer or geometry (same formula, charge and spin): 2.135 eV
E_HOMO: -1.761 eV
Strongest force on any atom: 6.6 eV Å⁻¹

Structure (XYZ):
```
82
Properties=species:S:1:pos:R:3:forces:R:3:mulliken_charge:R:1
Pb -0.557 0.061 -0.506 -2.44 -3.59 -0.98 1.80
O 0.845 -7.028 4.164 -1.46 2.27 0.60 -0.68
C 0.125 -6.020 4.186 2.27 -3.47 -0.55 0.60
O -0.306 -5.443 3.096 -0.50 0.50 0.19 -0.51
B -1.181 -4.344 3.483 -0.68 0.90 0.72 1.23
O -1.182 -4.308 5.000 0.45 -0.30 -1.45 -0.51
C -0.446 -5.315 5.407 -0.77 -0.03 3.65 0.63
O -0.356 -5.627 6.603 0.44 0.19 -2.81 -0.68
O -2.584 -4.463 3.008 1.14 -1.69 1.62 -0.56
C -2.849 -3.458 2.265 -3.53 1.56 -5.32 0.43
O -3.876 -3.313 1.550 3.30 -0.31 3.02 -0.66
C -1.572 -2.580 2.173 -3.68 4.51 -2.08 0.44
O -0.706 -3.047 2.933 2.94 -2.38 2.18 -0.39
O -1.549 -1.467 1.651 0.20 -1.54 0.38 -0.07
O -2.117 1.495 0.962 -2.27 0.00 3.59 -0.67
C -2.729 1.328 2.052 2.30 0.12 -4.26 0.37
O -2.258 1.626 3.220 0.65 0.86 0.30 -0.51
B -3.111 1.031 4.244 -0.89 0.51 -0.53 1.20
O -4.235 0.507 3.508 -1.30 -0.48 0.44 -0.56
C -4.076 0.655 2.215 -1.61 -0.76 -2.94 0.77
O -4.823 0.334 1.293 1.47 0.90 2.57 -0.64
O -2.389 0.043 4.934 0.55 -0.49 2.91 -0.27
C -2.316 0.423 6.235 3.48 -2.17 1.90 0.58
O -1.611 -0.128 7.102 -2.31 1.37 -2.55 -0.65
C -3.028 1.770 6.423 0.70 0.56 3.44 0.51
O -3.575 2.004 5.295 -0.80 1.40 -1.43 -0.55
O -3.008 2.443 7.477 -0.35 -1.64 -3.06 -0.69
O -2.782 -1.028 -1.404 1.19 1.40 -0.11 -0.91
H -3.186 -0.259 -1.852 0.09 -0.46 0.43 0.05
C 1.360 -2.812 -0.550 -1.36 0.52 -1.11 -0.48
O 0.119 -2.358 -0.988 0.44 1.26 0.41 -0.74
H 2.038 -3.003 -1.382 0.55 -0.26 -0.83 0.23
H 1.908 -2.055 0.011 0.31 -0.01 1.01 -0.03
H 1.246 -3.785 -0.073 0.32 -0.11 0.81 0.27
C 1.435 4.007 -3.565 0.29 0.06 0.44 -1.04
C 0.492 5.151 -3.112 0.60 -0.61 -1.41 -0.46
C -0.708 4.592 -2.413 -1.76 0.47 0.44 -0.22
C -0.543 3.643 -1.321 0.73 -0.59 0.77 0.22
N -0.356 2.908 -0.448 0.16 1.20 -0.93 -0.39
H 2.157 4.172 -4.365 0.08 0.87 0.12 0.42
H 0.928 3.119 -3.944 -0.59 0.04 0.40 0.24
H 1.988 3.707 -2.675 0.11 -0.32 -0.10 0.24
H 0.076 5.672 -3.974 0.09 0.08 -0.21 0.27
H 0.961 5.937 -2.521 0.37 -0.34 0.15 0.32
H -1.434 4.179 -3.113 0.28 -0.47 -0.24 0.01
H -1.279 5.438 -2.031 -0.04 0.12 0.41 0.36
C 6.005 -1.132 -3.533 -1.43 -0.55 1.19 -1.26
C 4.571 -0.996 -2.871 0.94 1.56 0.79 -0.41
C 4.312 0.478 -2.241 -0.32 -1.99 -0.21 -0.47
C 2.875 0.563 -2.035 -2.18 0.81 -0.50 0.04
N 1.724 0.638 -1.898 2.24 0.00 -0.50 -0.25
H 6.737 -0.897 -2.760 0.07 0.34 -0.04 0.32
H 6.215 -0.554 -4.433 -0.28 -0.07 0.04 0.35
H 6.140 -2.203 -3.677 0.12 0.04 -0.58 0.36
H 4.513 -1.716 -2.055 0.02 0.03 0.04 0.25
H 3.673 -1.189 -3.459 0.50 -0.15 -0.60 0.46
H 4.726 1.213 -2.932 -0.33 0.26 0.25 0.32
H 4.629 0.630 -1.210 1.09 -0.17 -0.19 0.27
C -3.456 1.761 -7.469 0.46 -0.26 0.94 -1.18
C -2.432 1.545 -6.340 1.75 0.24 -1.60 -0.40
C -3.095 1.701 -5.012 -0.32 -0.38 -0.15 -0.45
C -2.194 1.373 -3.915 1.48 -0.89 2.06 -0.21
N -1.433 1.104 -3.069 -1.63 0.99 -2.24 -0.26
H -3.025 1.899 -8.461 0.02 0.21 0.17 0.36
H -4.035 2.616 -7.121 -0.30 0.14 -0.68 0.30
H -4.098 0.881 -7.502 -0.22 0.09 -0.08 0.30
H -1.565 2.201 -6.409 -0.16 0.67 -0.19 0.31
H -1.901 0.599 -6.445 -0.54 -0.48 0.23 0.37
H -3.940 1.030 -5.168 -0.31 -0.10 1.28 0.37
H -3.463 2.719 -4.883 -0.11 0.00 0.03 0.34
C 2.898 -2.026 3.458 -0.25 -0.46 1.62 -0.74
C 2.600 -0.948 4.497 -1.08 1.79 -0.46 -0.55
C 2.440 0.511 3.894 0.31 -1.82 -0.43 -0.51
C 1.584 0.440 2.670 -1.26 0.48 -1.10 0.20
N 0.931 0.412 1.700 2.05 0.06 2.77 -0.52
H 3.755 -1.922 2.792 -0.19 0.56 -0.07 0.29
H 1.952 -2.226 2.953 0.36 -0.17 -0.46 0.09
H 3.136 -2.876 4.097 -0.11 -0.55 -0.37 0.35
H 3.190 -0.896 5.412 0.76 -0.03 -0.40 0.40
H 1.609 -1.091 4.928 -0.20 -0.67 -0.21 0.26
H 3.421 0.825 3.538 0.00 0.44 0.18 0.27
H 2.049 1.126 4.705 -0.11 0.39 -0.55 0.34
```
Forces are in eV/Å.

---

# 4
A 8-piece molecular cluster, C17H26F5N2O17 overall at a distorted geometry. Source: the OMol25 dataset; level of theory: wB97M-V/def2-TZVPD.

Output
Kohn-Sham gap (spin up / spin down): 3.81 / 9.47 eV
Charge: 0
Energy relative to the best compared isomer or geometry (same formula, charge and spin): 0.000 eV
E_HOMO (spin up / spin down): -4.231 / -10.086 eV
Strongest force on any atom: 4.7 eV Å⁻¹
<S²>: 0.751
Multiplicity: 2

Structure (XYZ):
```
67
Properties=species:S:1:pos:R:3:forces:R:3:mulliken_charge:R:1
N 3.184 -1.134 2.911 0.92 0.83 0.57 -0.79
H 3.977 -0.565 2.650 0.88 0.09 0.07 0.41
H 2.417 -0.511 2.704 -1.77 0.13 -1.43 -0.31
H 3.109 -1.208 3.915 0.31 -0.68 0.85 0.82
H 3.212 -2.013 2.414 -0.71 -0.35 -0.24 0.40
N -0.667 -2.429 2.992 -0.63 -0.20 0.37 -1.46
H -0.585 -3.405 3.237 0.25 -0.59 0.19 0.66
H -0.043 -2.173 2.239 0.84 0.07 -1.82 0.00
H -0.323 -1.840 3.737 0.58 0.57 1.59 0.47
H -1.638 -2.186 2.860 -0.62 0.18 -0.48 0.51
C 0.531 -0.163 -0.721 -0.90 1.81 -1.08 -0.95
C 1.013 -0.505 0.647 0.92 -3.41 -0.19 0.68
O 1.350 0.365 1.427 0.30 2.36 1.34 -0.35
O 1.179 -1.750 0.957 -0.93 0.11 -0.55 -0.72
H 0.523 0.926 -0.762 0.20 0.18 -0.10 0.33
H -0.512 -0.376 -0.956 -0.14 -0.63 0.46 0.31
H 1.088 -0.482 -1.602 0.40 -0.47 0.50 0.15
C 1.700 -2.298 -4.416 0.78 -0.74 1.50 -0.52
C 0.239 -2.512 -4.393 1.96 -2.90 -0.04 0.46
O -0.094 -2.281 -5.692 -2.43 -0.89 -1.24 -0.34
C 0.824 -1.547 -6.293 1.59 2.32 2.04 0.54
O 0.805 -1.082 -7.358 -0.03 0.03 -1.39 -0.44
O 1.780 -1.209 -5.286 0.15 -0.72 -2.02 -0.35
F -0.194 -1.613 -3.563 -2.77 2.51 1.98 -0.22
H 2.179 -3.227 -4.725 0.60 0.26 -0.37 0.35
H 1.993 -2.024 -3.403 0.45 0.03 -0.24 0.26
H -0.067 -3.509 -4.075 -0.32 0.02 -0.18 0.27
C 2.261 3.313 2.469 -0.09 -1.89 -0.62 -0.06
C 2.822 4.615 1.950 0.42 -2.41 1.06 0.47
O 2.759 5.424 3.074 0.05 -0.31 2.10 -0.32
C 2.530 4.584 4.201 0.71 1.86 4.24 0.62
O 2.479 4.879 5.402 0.15 0.22 -4.36 -0.57
O 2.499 3.322 3.838 0.11 -0.30 0.53 -0.31
F 1.977 4.976 1.035 -1.81 1.94 -2.46 -0.28
H 2.693 2.389 2.084 -0.13 0.26 -0.37 0.07
H 1.176 3.294 2.365 0.03 0.06 -0.68 0.06
H 3.791 4.497 1.465 0.44 0.59 0.48 0.29
C -2.156 -3.829 -0.894 -4.18 1.32 -0.18 -0.62
C -0.732 -3.968 -0.577 0.06 -0.34 -2.57 0.94
O -0.379 -5.035 -1.396 -0.59 -2.15 -1.98 -0.41
C -1.548 -5.766 -1.816 -0.66 0.70 0.18 0.61
O -1.648 -6.771 -2.435 1.37 0.38 0.39 -0.49
O -2.656 -5.070 -1.435 2.14 0.27 0.41 -0.33
F -0.642 -4.417 0.646 0.70 -0.38 3.32 -0.27
H -2.525 -3.072 -1.586 0.94 0.30 -0.31 0.24
H -2.783 -3.628 -0.026 0.38 -0.09 0.40 0.34
H -0.055 -3.138 -0.780 -0.10 0.10 0.37 -0.04
C -1.345 2.080 5.295 0.97 0.46 -1.30 -0.67
C -1.238 1.721 3.771 1.02 1.00 0.84 0.92
O -1.146 2.975 3.148 0.75 -0.35 -1.33 -0.35
C -1.112 3.980 3.999 -0.49 2.39 0.97 0.72
O -0.990 5.151 3.749 0.17 -1.35 -0.39 -0.56
O -1.304 3.553 5.246 -0.68 -1.86 1.37 -0.31
F -2.266 1.135 3.160 -1.11 -1.03 0.23 -0.30
H -0.426 1.758 5.783 0.05 0.06 -0.04 0.34
H -2.155 1.581 5.828 -0.48 0.83 -0.19 0.33
H -0.326 1.159 3.569 -0.07 -0.21 -0.17 -0.22
C -1.828 1.327 -3.617 2.36 -0.93 -2.14 -0.11
C -1.950 2.249 -4.819 -0.40 -1.73 -0.44 0.32
O -3.365 2.433 -4.811 0.49 0.93 0.42 -0.31
C -3.759 2.329 -3.517 -3.63 0.41 0.69 0.53
O -4.904 2.562 -3.140 3.63 -0.62 -0.73 -0.55
O -2.722 1.858 -2.767 -2.42 1.33 2.33 -0.27
F -1.669 1.552 -5.951 0.32 0.37 -0.15 -0.27
H -0.806 1.236 -3.247 -0.19 0.29 0.41 0.23
H -2.164 0.337 -3.924 0.15 -0.21 -0.25 0.10
H -1.368 3.171 -4.784 -0.27 0.14 -0.14 0.31
```
Forces are in eV/Å.